(1)
C36H63Br4N3O5 | ωB97M-V/def2-TZVPD

Atoms and positions in Å:
C (-0.078, 1.640, 0.398)
C (0.668, 0.586, 0.893)
C (0.222, -0.668, 0.321)
N (-0.704, -0.349, -0.610)
C (-0.913, 1.070, -0.598)
H (-0.010, 2.661, 0.743)
H (1.320, 0.692, 1.747)
H (0.494, -1.692, 0.533)
H (-1.222, -0.997, -1.186)
H (-1.661, 1.593, -1.175)
C (6.332, 0.942, 4.570)
C (5.646, 2.133, 4.610)
C (4.325, 1.924, 4.231)
N (4.134, 0.594, 4.057)
C (5.369, -0.025, 4.045)
H (7.358, 0.699, 4.807)
H (6.090, 3.049, 4.971)
H (3.405, 2.490, 4.195)
H (3.256, 0.252, 3.692)
H (5.414, -1.088, 3.861)
C (0.528, -5.113, 0.577)
C (-0.147, -5.856, -0.417)
C (0.398, -7.112, -0.523)
N (1.409, -7.209, 0.461)
C (1.528, -5.991, 1.082)
H (0.468, -4.111, 0.974)
H (-0.947, -5.364, -0.950)
H (0.120, -7.935, -1.164)
H (2.016, -7.982, 0.692)
H (2.304, -5.938, 1.831)
C (0.155, 2.417, -4.020)
C (1.483, 3.161, -4.212)
C (1.690, 3.331, -5.774)
O (0.723, 2.459, -6.326)
C (0.187, 1.597, -5.314)
H (-0.730, 3.053, -4.045)
H (0.117, 1.972, -3.026)
H (2.393, 2.676, -3.861)
H (1.601, 4.174, -3.827)
H (2.621, 2.841, -6.057)
H (1.681, 4.317, -6.238)
H (0.888, 0.774, -5.175)
H (-0.742, 1.051, -5.480)
C (-2.547, 1.942, 3.554)
C (-4.088, 2.185, 3.144)
C (-4.109, 3.580, 2.672)
O (-3.187, 4.130, 3.589)
C (-2.025, 3.323, 3.679)
H (-1.964, 1.471, 2.763)
H (-2.399, 1.396, 4.486)
H (-4.664, 1.837, 4.002)
H (-4.295, 1.539, 2.291)
H (-5.017, 4.170, 2.790)
H (-3.556, 3.810, 1.761)
H (-1.540, 3.497, 4.639)
H (-1.259, 3.581, 2.947)
C (-2.368, -1.814, -4.384)
C (-3.754, -1.842, -3.898)
C (-3.679, -1.792, -2.422)
O (-2.442, -2.344, -2.070)
C (-1.822, -2.679, -3.273)
H (-1.801, -0.883, -4.414)
H (-2.310, -2.233, -5.388)
H (-4.137, -2.812, -4.216)
H (-4.373, -1.002, -4.214)
H (-4.620, -2.098, -1.965)
H (-3.753, -0.740, -2.150)
H (-2.094, -3.700, -3.541)
H (-0.759, -2.910, -3.202)
C (4.163, -2.386, 0.709)
C (4.215, -0.928, 0.427)
C (4.907, -0.813, -0.904)
O (4.860, -2.122, -1.444)
C (4.031, -2.956, -0.675)
H (3.223, -2.605, 1.214)
H (5.015, -2.589, 1.358)
H (4.710, -0.475, 1.286)
H (3.204, -0.524, 0.382)
H (5.936, -0.468, -0.810)
H (4.307, -0.101, -1.471)
H (4.238, -4.011, -0.854)
H (3.017, -2.759, -1.023)
C (-2.377, -1.627, 3.601)
C (-2.967, -1.355, 2.333)
C (-4.136, -2.419, 2.090)
O (-3.883, -3.207, 3.206)
C (-2.547, -3.143, 3.662)
H (-2.846, -1.086, 4.423)
H (-1.371, -1.231, 3.735)
H (-2.256, -1.532, 1.525)
H (-3.461, -0.400, 2.153)
H (-3.978, -3.174, 1.320)
H (-5.156, -2.054, 2.206)
H (-1.758, -3.607, 3.071)
H (-2.487, -3.581, 4.658)
Br (-6.548, 4.246, -2.841)
C (-4.904, 4.669, -1.886)
C (-3.941, 3.408, -1.952)
Br (-2.227, 4.028, -1.179)
H (-4.998, 4.733, -0.802)
H (-4.425, 5.547, -2.319)
H (-3.645, 2.984, -2.911)
H (-4.369, 2.584, -1.381)
Br (2.287, 3.457, 1.654)
C (3.726, 2.675, 0.531)
C (3.330, 2.688, -0.949)
Br (3.537, 4.493, -1.712)
H (3.972, 1.696, 0.942)
H (4.673, 3.203, 0.639)
H (2.282, 2.424, -1.088)
H (4.020, 1.987, -1.417)

Properties
LUMO level ... 0.245 eV
DFT total energy ... -12245.755385 Ha
Charge ... 0
Structure (SMILES) ... c1cc[nH]c1.c1cc[nH]c1.c1cc[nH]c1.C1CCOC1.C1CCOC1.C1CCOC1.C1CCOC1.C1CCOC1.BrCCBr.BrCCBr
E_HOMO ... -8.084 eV
Maximum force ... 5.56 eV Å⁻¹
Gap between HOMO and LUMO ... 0.3061 Ha

---

(2)
C3H4S2 | ωB97M-V/def2-TZVPD

Atoms and positions in Å:
S (0.371, -1.277, -2.275)
C (-0.375, -0.802, -0.908)
C (0.268, -0.476, 0.442)
C (0.072, 0.983, 0.585)
S (-1.198, 1.831, 1.090)
H (-1.304, -0.273, -0.899)
H (-0.217, -1.061, 1.211)
H (1.387, -0.519, 0.407)
H (0.996, 1.594, 0.348)

Properties
LUMO level ... -1.124 eV
DFT total energy ... -913.010168 Ha
Charge ... 0
Structure (SMILES) ... S=CCC=S
E_HOMO ... -8.928 eV
Energy relative to the best compared isomer or geometry (same formula, charge and spin) ... 31.6 kcal/mol
Maximum force ... 2.41 eV Å⁻¹
Gap between HOMO and LUMO ... 0.2868 Ha